Entry 1:
{"formula": "C4H9N3O2", "method": "ωB97M-V/def2-TZVPD", "smiles": "C[C@H](N)C(=O)NC(N)=O", "max_force_ha_per_bohr": 0.06366, "homo_lumo_gap_ev": 10.377, "e_above_lowest_kcal_mol": 12.22, "lumo_energy_ev": 0.57, "energy_ha": -472.57416, "homo_ev": -9.80, "symbols": ["H", "N", "H", "H", "C", "H", "H", "O", "H", "H", "C", "O", "N", "N", "C", "H", "H", "C"], "positions_angstrom": [[-2.614, -0.896, 1.483], [-1.341, -1.249, -1.011], [-0.810, -1.318, 1.352], [1.336, 1.563, -0.902], [-0.509, 1.116, -0.210], [-2.403, 0.394, -0.460], [-1.326, -0.983, -2.003], [-0.687, 2.267, 0.164], [-2.213, -1.765, -1.070], [-1.393, 0.187, 2.120], [-1.478, -0.061, -0.129], [2.718, 0.018, 0.356], [0.798, 0.781, -0.652], [1.022, -1.448, 0.150], [-1.606, -0.557, 1.325], [0.084, -1.641, -0.144], [1.637, -2.232, 0.366], [1.611, -0.194, -0.038]], "lowdin_charge": [0.072, 0.011, 0.065, 0.125, -0.378, 0.134, 0.105, 0.097, 0.095, 0.103, -0.339, 0.084, 0.163, 0.138, -0.031, 0.003, 0.119, -0.565]}


Entry 2:
{"formula": "C24H57Cl6N3", "method": "ωB97M-V/def2-TZVPD", "smiles": "CCN(CC)CC.CCN(CC)CC.CCN(CC)CC.ClCCCl.ClCCCl.ClCCCl", "max_force_ha_per_bohr": 0.37677, "homo_lumo_gap_ev": 7.839, "e_above_lowest_kcal_mol": 156.79, "lumo_energy_ev": 0.44, "energy_ha": -3873.26895, "homo_ev": -7.40, "symbols": ["C", "H", "H", "C", "H", "C", "H", "C", "H", "C", "C", "H", "C", "C", "H", "C", "Cl", "H", "H", "C", "H", "Cl", "H", "H", "C", "H", "H", "Cl", "H", "H", "C", "H", "H", "H", "H", "H", "C", "H", "H", "N", "H", "H", "C", "H", "H", "N", "H", "H", "Cl", "H", "Cl", "H", "C", "H", "H", "H", "H", "N", "H", "H", "H", "H", "H", "C", "H", "C", "H", "H", "H", "H", "H", "H", "H", "C", "C", "C", "H", "H", "H", "H", "C", "H", "H", "H", "C", "Cl", "C", "H", "C", "H"], "positions_angstrom": [[0.298, 5.157, 0.758], [-4.695, -3.856, 1.053], [3.800, 2.839, -1.601], [-2.690, -3.090, 1.391], [1.560, 1.118, -4.187], [0.480, 5.102, 2.203], [-2.279, -5.397, 3.055], [-3.394, -6.063, 0.134], [-0.755, 1.956, -3.859], [1.541, 4.235, -3.052], [-1.784, 3.904, 0.323], [-4.772, -6.675, -1.302], [-0.432, 1.134, -3.378], [0.284, -0.340, -0.711], [-2.299, 6.102, -0.914], [2.855, -2.250, 4.226], [3.257, -3.413, 5.409], [-0.813, 1.021, -2.388], [1.110, -1.613, 3.012], [-2.062, 3.228, -0.921], [-1.854, -3.047, 1.745], [1.187, -3.763, 2.683], [-5.054, -5.219, -0.789], [0.136, 3.293, -1.694], [3.240, 2.009, -2.234], [-0.828, 6.143, -1.495], [-1.334, -5.637, 1.750], [-1.264, -0.202, 0.053], [-1.775, 8.325, -0.750], [1.501, 5.352, -2.813], [-2.279, -7.362, 2.851], [2.437, 4.124, -3.834], [-3.047, 2.932, -0.912], [3.402, -4.530, -1.284], [1.576, 4.863, 2.466], [0.829, -1.127, -0.323], [1.417, -2.316, 3.703], [0.415, -0.366, -1.863], [1.363, -0.154, -3.079], [-1.168, 5.232, 0.439], [0.296, 5.949, 2.735], [3.701, -3.473, 1.096], [3.538, -2.717, 0.253], [2.567, -2.463, 0.432], [0.639, 4.308, -3.890], [-3.324, -5.436, 1.407], [-2.693, -5.502, -0.420], [-2.786, 4.206, 0.584], [1.597, 0.909, 1.575], [-2.330, -2.890, 0.433], [3.419, -2.517, -2.551], [-0.220, 7.823, 0.075], [-2.273, -5.939, 2.273], [-0.957, 0.505, -4.061], [2.296, 0.645, -0.848], [-1.202, -7.438, 3.411], [-5.488, -6.585, 0.367], [1.690, 1.974, -2.191], [-2.221, -8.039, 1.925], [3.583, -2.353, 3.270], [0.963, 5.761, 0.165], [2.738, -1.266, 4.672], [-2.202, 3.605, -1.778], [-3.687, -4.107, 1.431], [4.662, -3.882, -1.476], [1.165, 3.232, -2.230], [4.737, 0.964, -1.985], [-0.270, 4.499, 2.904], [0.634, 4.188, 0.329], [0.654, -2.253, 4.576], [-3.020, -2.167, 1.850], [-4.031, -4.016, 2.395], [3.904, 0.696, -0.644], [3.942, 0.770, -1.822], [-1.451, 6.201, -0.580], [-4.802, -6.079, -0.357], [0.849, 1.685, -0.915], [3.567, 2.407, -3.189], [-1.782, 7.940, 0.756], [-3.062, -7.530, 3.657], [-1.270, 7.598, -0.080], [1.343, 3.719, -1.250], [-3.014, -7.002, 0.089], [-1.639, 3.172, 0.993], [1.124, 0.996, -3.249], [4.508, -1.298, 0.560], [3.848, -3.420, -1.133], [-1.295, 2.501, -0.944], [1.295, 0.849, -0.241], [3.646, -0.381, -2.251]], "lowdin_charge": [-0.260, 0.147, 0.174, -0.101, 0.084, -0.110, 0.037, -0.267, 0.033, -0.134, -0.223, 0.088, -0.053, -0.660, 0.027, -0.753, 0.608, 0.024, -0.022, -0.104, -0.044, 0.559, 0.015, 0.135, -0.174, 0.126, 0.120, 0.663, 0.089, 0.096, -0.076, 0.124, 0.083, 0.131, 0.104, 0.003, -0.643, 0.058, 0.120, -0.127, 0.015, 0.076, -0.631, -0.018, 0.120, -0.202, 0.113, 0.117, 0.486, 0.048, 0.637, 0.072, -0.265, 0.083, 0.049, 0.117, 0.110, -0.243, 0.076, 0.098, 0.112, 0.070, 0.021, -0.287, -0.009, -0.463, -0.092, 0.129, 0.084, 0.118, 0.098, 0.095, 0.047, -0.149, -0.262, -0.073, 0.055, 0.094, 0.048, 0.085, -0.074, 0.106, 0.075, 0.088, -0.156, 0.645, -0.629, 0.019, -0.602, 0.050]}


Entry 3:
{"formula": "C9H11FN2", "method": "ωB97M-V/def2-TZVPD", "smiles": "C=N/C=C(/C#CC1CC1)N(C)F", "max_force_ha_per_bohr": 0.08528, "homo_lumo_gap_ev": 8.771, "e_above_lowest_kcal_mol": 141.72, "lumo_energy_ev": 0.44, "energy_ha": -558.62712, "homo_ev": -8.33, "symbols": ["N", "H", "N", "C", "C", "H", "F", "C", "H", "C", "H", "H", "C", "H", "H", "H", "C", "C", "H", "H", "C", "H", "C"], "positions_angstrom": [[1.863, 1.169, -0.223], [-4.845, -0.685, -0.585], [3.501, -1.177, 0.600], [-0.132, -0.372, 0.021], [-1.322, -0.172, 0.031], [1.831, -2.536, 0.563], [1.757, 1.727, 1.165], [-3.778, -1.039, -0.211], [5.296, -0.212, 0.291], [2.178, -1.479, 0.268], [0.183, 2.341, -0.751], [-4.315, -0.013, 1.724], [-2.749, 0.074, 0.088], [1.844, 2.760, -1.359], [0.840, 1.431, -1.941], [-3.023, 1.068, -0.180], [1.130, 2.041, -1.123], [-3.486, -0.566, 1.305], [-2.868, -1.209, 2.018], [-3.537, -1.997, -0.599], [4.325, -0.551, -0.128], [4.025, -0.133, -1.019], [1.281, -0.470, 0.044]], "lowdin_charge": [-0.050, 0.129, -0.012, -0.022, 0.016, 0.145, -0.131, -0.091, 0.089, -0.115, 0.070, 0.076, -0.303, 0.066, 0.082, 0.118, -0.084, -0.083, 0.121, 0.069, -0.023, 0.041, -0.108]}


Entry 4:
{"formula": "C2H4O2S", "method": "ωB97M-V/def2-TZVPD", "max_force_ha_per_bohr": 0.11746, "homo_lumo_gap_ev": 7.214, "e_above_lowest_kcal_mol": 152.77, "lumo_energy_ev": -1.72, "energy_ha": -627.04068, "homo_ev": -8.93, "symbols": ["H", "S", "C", "H", "O", "H", "H", "C", "O"], "positions_angstrom": [[-1.683, 0.734, 0.714], [0.431, -0.708, -1.617], [-0.257, -0.326, -0.185], [1.043, -0.332, 1.752], [0.035, 1.346, 1.934], [1.162, 2.525, 1.990], [1.479, 0.925, 0.383], [0.717, 0.260, 0.933], [-1.493, -0.361, 0.133]], "lowdin_charge": [0.306, 0.712, -0.976, 0.086, -0.320, 0.335, 0.093, -0.189, -0.046]}


Entry 5:
{"formula": "C15H12N4O4", "method": "ωB97M-V/def2-TZVPD", "smiles": "Nc1cccc(Nc2ccc([N+](=O)[O-])c3[nH]c(C(=O)O)cc23)c1", "max_force_ha_per_bohr": 0.06240, "homo_lumo_gap_ev": 6.835, "e_above_lowest_kcal_mol": 0.00, "lumo_energy_ev": -1.00, "energy_ha": -1098.74238, "homo_ev": -7.84, "symbols": ["H", "C", "H", "C", "H", "N", "O", "N", "O", "N", "C", "H", "H", "H", "C", "C", "O", "C", "H", "C", "H", "H", "C", "C", "C", "H", "C", "H", "C", "C", "N", "O", "C", "C", "H"], "positions_angstrom": [[-2.217, -2.757, 0.769], [1.774, -1.886, -3.584], [-0.301, 2.338, 3.200], [1.177, 1.669, 1.784], [2.498, -2.411, -4.229], [-0.439, 0.964, -3.865], [2.004, 3.749, 2.625], [0.030, 1.625, 2.542], [3.121, 2.609, 1.024], [-2.810, 0.865, 3.615], [-2.032, 0.128, 2.656], [1.291, -0.419, -5.142], [-0.894, 1.547, -3.181], [-1.001, -0.068, -1.485], [-0.588, -1.384, 0.687], [2.153, 2.735, 1.779], [-3.910, 0.406, 3.952], [1.181, 0.527, 1.019], [0.103, -3.183, -0.146], [0.121, -0.143, -3.345], [1.970, -3.176, -1.895], [2.829, 4.267, 2.512], [-1.797, -1.822, 1.165], [0.445, -1.697, -1.527], [-0.193, -0.563, -2.063], [0.057, 1.400, -4.612], [-2.512, -1.113, 2.128], [-3.487, -1.480, 2.458], [1.099, -0.778, -4.090], [1.435, -2.319, -2.299], [0.114, -2.162, -0.250], [-2.393, 1.949, 4.021], [-0.770, 0.543, 2.191], [-0.045, -0.184, 1.233], [1.987, 0.225, 0.356]], "lowdin_charge": [0.126, -0.085, 0.158, -0.159, 0.111, 0.103, 0.136, 0.148, 0.086, -0.337, -0.074, 0.124, 0.099, 0.131, -0.207, -0.472, 0.059, 0.079, 0.158, -0.375, 0.101, 0.146, -0.022, -0.260, 0.024, 0.089, 0.031, 0.122, -0.067, -0.061, 0.084, 0.063, -0.106, -0.087, 0.134]}